1.
{
  "formula": "C7H14",
  "method": "wB97M-V/def2-TZVPD",
  "total_charge": 0,
  "multiplicity": 1,
  "homo_energy_ev": -9.12,
  "gap_ev": 10.36,
  "e_lumo_ev": 1.2,
  "species": ["C", "C", "C", "C", "C", "C", "C", "H", "H", "H", "H", "H", "H", "H", "H", "H", "H", "H", "H", "H", "H"],
  "coordinates": [[0.5620, 1.5632, 0.0322], [-0.9658, 1.4981, -0.0156], [-1.5879, 0.1785, 0.4474], [-1.2797, -1.0409, -0.4364], [0.1391, -1.5539, -0.3517], [1.2372, -0.8333, -0.5843], [1.2661, 0.6288, -0.9618], [0.9124, 1.3436, 1.0495], [0.8669, 2.5933, -0.1909], [-1.2921, 1.7086, -1.0455], [-1.3725, 2.3105, 0.6017], [-1.2690, -0.0347, 1.4765], [-2.6770, 0.3126, 0.4820], [-1.9705, -1.8490, -0.1676], [-1.5059, -0.7833, -1.4828], [0.2708, -2.6016, -0.0807], [1.7817, -2.0826, 2.6785], [1.5618, -1.7406, 2.0569], [2.2017, -1.3325, -0.4897], [2.3111, 0.9399, -1.0636], [0.8097, 0.7752, -1.9543]],
  "forces_ev_per_angstrom": [[0.005, 0.033, 0.013], [-0.011, 0.027, -0.025], [-0.028, 0.006, 0.048], [-0.037, 0.021, -0.043], [0.183, 0.115, -0.025], [-0.198, -0.129, 0.018], [0.041, 0.024, -0.045], [-0.042, 0.018, -0.119], [-0.031, -0.120, 0.037], [0.023, -0.051, 0.120], [0.067, -0.134, -0.078], [-0.019, 0.019, -0.117], [0.145, -0.045, -0.014], [0.142, 0.119, -0.052], [0.009, -0.017, 0.122], [-0.049, 0.160, -0.049], [0.022, -0.005, 0.041], [0.001, -0.011, 0.039], [-0.149, 0.076, -0.026], [-0.131, -0.021, 0.014], [0.058, -0.083, 0.141]],
  "lowdin_charge": [-0.21, -0.22, -0.21, -0.20, -0.14, -0.14, -0.20, 0.11, 0.11, 0.11, 0.11, 0.11, 0.11, 0.10, 0.12, 0.09, 0.03, 0.00, 0.09, 0.10, 0.12]
}

=====

2.
{
  "formula": "C27H26N6O2S5SbW",
  "method": "wB97M-V/def2-TZVPD",
  "total_charge": 1,
  "multiplicity": 1,
  "homo_energy_ev": [-10.27, -10.13],
  "gap_ev": [5.11, 4.74],
  "e_lumo_ev": [-5.2, -5.4],
  "species": ["W", "C", "O", "C", "N", "C", "C", "C", "C", "C", "C", "C", "C", "C", "C", "C", "C", "N", "C", "N", "C", "C", "O", "C", "C", "C", "C", "C", "C", "H", "H", "H", "H", "H", "H", "H", "H", "H", "H", "H", "H", "H", "H", "H", "H", "H", "H", "H", "S", "Sb", "S", "S", "S", "C", "C", "C", "N", "N", "C", "N", "S", "H", "H", "H", "H", "H", "H", "H"],
  "coordinates": [[0.8967, -0.3560, -0.9667], [0.1753, -3.1100, 1.0150], [-0.8678, -2.6731, 0.1380], [-0.8110, -1.3220, 0.0529], [0.1493, -0.7724, 0.8479], [0.6122, -1.8244, 1.7621], [-0.0305, -1.6760, 3.1188], [-1.3902, -1.4134, 3.2299], [-1.9645, -1.2605, 4.4783], [-1.1950, -1.3957, 5.6207], [0.1568, -1.6773, 5.5148], [0.7403, -1.8051, 4.2667], [-2.0207, 0.5323, -0.9695], [-3.0948, 0.8774, -2.0707], [-2.5926, 1.6328, -3.1995], [-1.4105, 2.3019, -3.1201], [-0.4824, 1.9481, -2.1050], [-0.7152, 0.8857, -1.2649], [0.8656, 2.3658, -1.9327], [1.6379, 1.6072, -1.1603], [2.8978, 2.3295, -0.9445], [2.7023, 3.6109, -1.8005], [1.3925, 3.5021, -2.3601], [4.1367, 1.5616, -1.3425], [4.2986, 1.0691, -2.6338], [5.5056, 0.4972, -3.0160], [6.5596, 0.4266, -2.1154], [6.3877, 0.8835, -0.8181], [5.1831, 1.4454, -0.4337], [0.9872, -3.5466, 0.4101], [-0.2445, -3.8675, 1.6777], [1.7040, -1.7629, 1.8679], [-2.0000, -1.3409, 2.3426], [-3.0169, -1.0366, 4.5612], [-1.6473, -1.2723, 6.5922], [0.7557, -1.8002, 6.4047], [1.7948, -2.0208, 4.1806], [-3.8749, 0.1540, -2.2628], [-3.1906, 1.6528, -4.0963], [-1.0802, 2.9649, -3.9032], [2.9567, 2.5746, 0.1254], [3.4178, 3.6758, -2.6231], [2.7476, 4.5264, -1.2055], [3.4938, 1.1444, -3.3599], [5.6298, 0.1369, -4.0326], [7.5118, 0.0210, -2.4293], [7.1957, 0.8146, -0.1052], [5.0600, 1.8073, 0.5766], [1.4639, -0.5631, -3.3553], [3.4571, -2.3733, -2.5570], [0.0915, -1.8774, -2.6136], [2.8879, -1.3391, -0.3472], [2.4982, -4.3850, -2.2631], [-5.9954, -1.1735, 2.1142], [-5.4893, -1.5237, 0.7140], [-4.2664, -0.7472, 0.3448], [-3.1876, -1.3574, 0.0846], [-2.0354, -0.6963, -0.2415], [-3.0939, 1.5620, -0.7063], [-2.8223, 2.9169, -0.5431], [-4.4909, 1.0131, 0.3549], [-6.8754, -1.7640, 2.3484], [-6.2669, -0.1227, 2.1730], [-5.2354, -1.3885, 2.8593], [-6.2725, -1.2912, -0.0115], [-5.2498, -2.5837, 0.6522], [-1.8952, 3.1599, -0.2285], [-3.1458, 3.5183, -1.2903]],
  "forces_ev_per_angstrom": [[1.086, -0.931, -1.592], [0.587, -0.175, 0.117], [-0.617, 0.527, -0.246], [-0.730, -0.709, 0.107], [0.375, -0.095, 0.357], [0.141, -0.205, 0.657], [0.141, 0.088, -0.048], [0.106, -0.048, 0.066], [-0.111, -0.019, -0.056], [0.065, 0.050, 0.104], [-0.038, -0.032, 0.110], [-0.103, -0.049, -0.157], [0.357, -0.448, 1.226], [-0.404, 0.533, -0.843], [0.233, -0.273, 0.487], [0.191, 0.092, 0.030], [-1.223, -1.406, 0.238], [-1.127, 2.042, -0.433], [1.765, -0.081, 1.165], [-0.947, 1.032, -1.135], [0.600, -0.151, 0.187], [0.787, 0.106, 0.327], [-1.223, -0.403, -0.315], [0.142, 0.189, 0.132], [0.094, 0.094, -0.037], [-0.093, 0.129, -0.143], [-0.019, -0.073, -0.004], [0.097, -0.065, -0.050], [-0.186, 0.055, -0.145], [-0.233, 0.204, 0.140], [0.046, 0.129, -0.039], [-0.327, -0.097, -0.108], [-0.137, 0.073, -0.054], [-0.128, 0.007, 0.019], [-0.044, -0.017, 0.107], [0.053, 0.030, 0.069], [0.157, 0.005, -0.006], [-0.053, -0.027, 0.131], [0.028, 0.012, -0.170], [0.041, 0.085, -0.109], [0.024, -0.052, -0.275], [-0.100, -0.035, 0.117], [-0.058, -0.148, -0.113], [0.061, 0.099, 0.027], [-0.004, 0.017, 0.114], [-0.008, -0.052, 0.023], [0.069, -0.008, 0.029], [-0.032, 0.060, 0.109], [0.603, -0.281, -0.520], [0.225, -1.030, -0.144], [-0.321, 0.528, 0.772], [-0.311, -0.007, 0.489], [0.295, 1.090, -0.219], [0.052, -0.028, -0.184], [-0.147, -0.080, 0.171], [0.048, 0.673, -0.221], [0.113, -0.996, -0.040], [-0.303, 0.742, -0.368], [-0.216, -0.857, 0.025], [0.110, 0.216, -0.123], [0.501, 0.015, -0.088], [-0.100, -0.031, 0.017], [-0.056, 0.114, 0.140], [0.099, 0.028, 0.132], [0.032, -0.100, -0.063], [0.046, 0.008, -0.096], [-0.069, -0.003, 0.110], [0.100, -0.061, 0.090]],
  "lowdin_charge": [1.01, -0.08, -0.03, -0.59, -0.08, -0.29, -0.18, -0.02, -0.07, -0.08, -0.07, -0.03, -0.31, -0.08, 0.02, 0.02, -0.18, -0.05, -0.32, -0.06, -0.21, -0.04, 0.08, -0.25, -0.13, -0.12, -0.07, -0.06, -0.05, 0.09, 0.15, 0.08, 0.10, 0.10, 0.11, 0.11, 0.11, 0.15, 0.13, 0.13, 0.16, 0.14, 0.14, 0.08, 0.11, 0.11, 0.11, 0.12, 0.01, 0.50, 0.18, 0.10, -0.15, -0.10, -0.24, -0.58, 0.12, 0.01, -0.62, 0.09, 1.09, 0.08, 0.06, 0.07, 0.11, 0.12, 0.10, 0.11]
}

=====

3.
{
  "formula": "C11H11N",
  "method": "wB97M-V/def2-TZVPD",
  "total_charge": 0,
  "multiplicity": 1,
  "homo_energy_ev": -7.59,
  "gap_ev": 7.75,
  "e_lumo_ev": 0.2,
  "species": ["C", "C", "C", "C", "C", "C", "C", "C", "C", "C", "C", "N", "H", "H", "H", "H", "H", "H", "H", "H", "H", "H", "H"],
  "coordinates": [[0.5048, -2.4835, -0.4691], [-0.1905, -2.5245, 0.8014], [0.4033, -1.3612, -1.2742], [-0.9340, -1.4510, 1.2654], [-0.4051, 2.2476, 0.6344], [1.1434, 1.5370, -0.9216], [2.4184, 1.3192, -1.3140], [-0.5976, 1.0893, 1.4764], [-1.7302, 0.1508, -0.6232], [-0.2527, -0.1786, -0.7434], [-0.8667, -0.1892, 0.5414], [0.5229, 2.4537, -0.2287], [0.9713, -3.4122, -0.6312], [-0.1884, -3.3786, 1.3765], [0.8983, -1.3332, -2.2734], [-1.6075, -1.3837, 2.0811], [-0.9335, 3.1975, 0.7485], [3.1401, 2.0355, -1.0536], [3.0156, 0.7123, -1.9713], [0.2993, 0.8241, 2.0561], [-1.2983, 1.3706, 2.3565], [-1.9420, 1.2696, -0.6419], [-2.3710, -0.5115, -1.1920]],
  "forces_ev_per_angstrom": [[-1.015, 2.390, -0.185], [-2.078, 3.824, 0.493], [0.915, -2.050, 0.257], [1.714, -1.510, -1.585], [1.105, 2.706, 0.351], [0.774, -4.355, -0.061], [-1.172, 0.663, 0.205], [-0.577, -0.876, 1.574], [0.912, 1.561, -1.452], [1.827, 2.233, -1.826], [-0.700, 0.880, 2.232], [-0.915, 0.310, -0.937], [0.908, -0.662, -1.193], [0.039, -1.981, 0.963], [-0.512, 0.045, 0.951], [-0.112, -0.724, 1.141], [-0.563, -0.503, 0.765], [0.513, 1.636, 0.893], [-1.285, -1.346, -0.304], [0.211, 0.173, -0.625], [0.276, -0.964, -1.870], [-0.006, -1.469, -0.246], [-0.257, 0.020, 0.459]],
  "lowdin_charge": [-0.06, -0.05, -0.03, 0.00, -0.20, -0.15, 0.01, -0.08, 0.01, -0.16, -0.42, 0.06, 0.08, 0.07, 0.12, 0.10, 0.12, 0.02, 0.04, 0.13, 0.15, 0.13, 0.12]
}

=====

4.
{
  "formula": "C6H6N",
  "method": "wB97M-V/def2-TZVPD",
  "total_charge": 1,
  "multiplicity": 1,
  "homo_energy_ev": [-13.29, -13.29],
  "gap_ev": [7.69, 7.69],
  "e_lumo_ev": [-5.6, -5.6],
  "species": ["C", "C", "C", "C", "C", "C", "N", "H", "H", "H", "H", "H", "H"],
  "coordinates": [[-0.0845, -1.3049, 0.3662], [-0.7229, -0.5873, -0.6310], [0.5768, -2.2003, 1.0303], [1.0658, -0.9133, 1.2118], [1.5654, 0.1501, 1.7810], [-1.4770, 1.4511, -1.8479], [-0.9758, 0.4828, -0.9689], [0.8985, -3.2277, 1.1547], [1.2320, 1.1297, 1.3956], [2.3661, 0.0459, 2.4807], [-0.6363, 1.6586, -2.5002], [-2.3309, 0.9641, -2.3091], [-1.4771, 2.3513, -1.1633]],
  "forces_ev_per_angstrom": [[-0.401, 0.148, -1.362], [0.876, -0.133, 2.461], [1.233, -2.287, -0.003], [-0.963, 1.056, 0.726], [0.241, 0.744, -0.733], [1.199, 1.452, 1.226], [-0.356, -1.250, -1.041], [-0.601, -0.060, 0.007], [0.469, -0.483, 0.474], [0.245, 0.270, 0.437], [-0.208, 0.006, -0.743], [-0.417, 1.065, -0.173], [-1.317, -0.529, -1.274]],
  "lowdin_charge": [-0.05, 0.15, 0.17, -0.20, 0.09, 0.01, 0.14, 0.15, 0.09, 0.07, 0.12, 0.13, 0.14]
}